Entry from the OMol25 dataset: a 8-piece molecular cluster, C48H88Cl2FN2O23P2 overall (wB97M-V/def2-TZVPD).

Geometry (Å):
1 C 0.54 -0.52 4.68
2 O 0.08 -1.64 3.95
3 C 0.09 -1.41 2.57
4 C -0.60 -2.57 1.90
5 F 0.04 -3.73 2.30
6 N -2.00 -2.72 2.34
7 C -2.88 -2.32 1.50
8 P -4.71 -2.50 1.85
9 C -4.83 -4.34 1.71
10 C -4.65 -2.34 3.67
11 C -2.15 -1.73 0.25
12 C -2.15 -0.20 0.47
13 Cl -2.91 0.36 1.94
14 C -1.71 0.78 -0.34
15 C -1.78 2.25 0.00
16 Cl -1.04 0.44 -1.90
17 P -2.98 -2.10 -1.39
18 C -4.44 -1.01 -1.31
19 O -3.56 -3.58 -0.90
20 C -0.80 -2.54 0.39
21 C 0.37 -2.20 -0.52
22 C 1.69 -2.96 -0.24
23 C 2.92 -2.10 -0.60
24 C 3.55 -1.36 0.60
25 N 3.41 0.08 0.55
26 C 4.44 0.99 0.48
27 C 3.91 2.25 0.44
28 C 2.50 2.11 0.48
29 C 2.23 0.77 0.56
30 H -0.08 0.36 4.48
31 H 0.47 -0.77 5.74
32 H 1.58 -0.30 4.44
33 H -0.39 -0.46 2.32
34 H 1.12 -1.37 2.17
35 H -2.23 -3.16 3.22
36 H -4.00 -4.76 1.14
37 H -5.77 -4.60 1.21
38 H -4.82 -4.79 2.71
39 H -5.66 -2.61 4.02
40 H -3.97 -3.04 4.16
41 H -4.42 -1.32 3.97
42 H -1.13 2.48 0.85
43 H -1.46 2.85 -0.85
44 H -2.81 2.54 0.25
45 H -4.19 -0.10 -1.87
46 H -5.25 -1.51 -1.84
47 H -4.80 -0.74 -0.32
48 H -4.06 -3.97 -1.62
49 H -1.12 -3.57 0.17
50 H 0.57 -1.14 -0.52
51 H 0.05 -2.46 -1.53
52 H 1.78 -3.29 0.79
53 H 1.72 -3.88 -0.84
54 H 3.69 -2.75 -1.04
55 H 2.64 -1.35 -1.35
56 H 4.63 -1.56 0.63
57 H 3.14 -1.73 1.54
58 H 5.47 0.66 0.47
59 H 4.48 3.16 0.40
60 H 1.78 2.91 0.47
61 H 1.25 0.32 0.62
62 C -0.67 -1.79 -4.66
63 C 0.67 -1.20 -5.06
64 O 1.17 -1.78 -6.27
65 C 0.62 -1.31 -7.39
66 O -0.22 -0.45 -7.45
67 O 1.16 -1.95 -8.42
68 C 0.65 -1.56 -9.70
69 H -0.60 -2.88 -4.60
70 H -0.97 -1.40 -3.69
71 H -1.44 -1.54 -5.39
72 H 1.43 -1.42 -4.31
73 H 0.61 -0.12 -5.18
74 H 0.70 -0.48 -9.83
75 H -0.38 -1.89 -9.81
76 H 1.27 -2.06 -10.43
77 C 1.06 -6.64 1.78
78 C 0.34 -6.50 0.46
79 O 1.17 -6.84 -0.65
80 C 1.30 -8.16 -0.88
81 O 0.76 -9.03 -0.26
82 O 2.11 -8.31 -1.92
83 C 2.37 -9.68 -2.28
84 H 1.98 -6.06 1.77
85 H 0.42 -6.26 2.59
86 H 1.31 -7.67 1.99
87 H 0.07 -5.46 0.28
88 H -0.57 -7.10 0.43
89 H 1.44 -10.22 -2.43
90 H 2.97 -10.17 -1.52
91 H 2.91 -9.65 -3.22
92 C 3.48 8.81 2.51
93 C 3.29 7.86 1.36
94 O 3.59 6.50 1.73
95 C 2.65 5.86 2.41
96 O 1.55 6.27 2.68
97 O 3.12 4.64 2.70
98 C 2.23 3.83 3.46
99 H 4.48 8.71 2.93
100 H 3.35 9.84 2.17
101 H 2.76 8.62 3.30
102 H 3.99 8.08 0.56
103 H 2.28 7.92 0.95
104 H 1.25 3.80 3.00
105 H 2.15 4.21 4.48
106 H 2.67 2.83 3.46
107 C -1.30 -11.79 -8.22
108 C -1.48 -11.53 -6.74
109 O -0.25 -11.11 -6.12
110 C 0.07 -9.83 -6.30
111 O -0.57 -9.00 -6.89
112 O 1.24 -9.61 -5.69
113 C 1.74 -8.28 -5.85
114 H -0.49 -12.51 -8.38
115 H -2.21 -12.20 -8.64
116 H -1.05 -10.87 -8.75
117 H -1.75 -12.44 -6.21
118 H -2.25 -10.78 -6.56
119 H 0.99 -7.54 -5.57
120 H 2.05 -8.11 -6.88
121 H 2.60 -8.19 -5.19
122 C -0.76 5.84 5.39
123 C -0.89 6.98 4.40
124 O -2.24 7.49 4.37
125 C -2.58 8.30 5.36
126 O -1.87 8.68 6.25
127 O -3.86 8.64 5.20
128 C -4.40 9.49 6.22
129 H -1.50 5.06 5.16
130 H 0.24 5.42 5.33
131 H -0.94 6.19 6.41
132 H -0.69 6.65 3.39
133 H -0.20 7.79 4.64
134 H -3.77 10.37 6.36
135 H -4.48 8.94 7.16
136 H -5.38 9.78 5.87
137 C -5.92 7.24 3.31
138 C -7.26 7.27 2.62
139 O -7.74 5.94 2.32
140 C -8.29 5.30 3.35
141 O -8.45 5.72 4.46
142 O -8.67 4.09 2.92
143 C -9.27 3.27 3.93
144 H -5.20 6.67 2.72
145 H -5.53 8.25 3.43
146 H -5.99 6.78 4.30
147 H -7.19 7.76 1.65
148 H -8.01 7.79 3.22
149 H -10.09 3.80 4.42
150 H -8.53 2.99 4.68
151 H -9.64 2.39 3.42
152 C 9.20 2.80 -2.73
153 C 9.89 3.96 -2.05
154 O 9.05 5.12 -1.99
155 C 8.13 5.11 -1.02
156 O 7.97 4.25 -0.20
157 O 7.42 6.23 -1.12
158 C 6.38 6.35 -0.15
159 H 8.85 3.10 -3.72
160 H 9.90 1.97 -2.85
161 H 8.35 2.45 -2.14
162 H 10.76 4.28 -2.62
163 H 10.22 3.70 -1.04
164 H 6.76 6.23 0.86
165 H 5.60 5.61 -0.34
166 H 5.97 7.35 -0.27

Values from the calculation:
* M: 1213.1 g mol⁻¹
* 2S+1: 1
* lowest unoccupied orbital energy: -0.1386 hartree
* total charge: +1
* HOMO energy: -10.4 eV
* Kohn-Sham gap: 6.63 eV
* E: -5424.60935 Ha

Entry from the OMol25 dataset: a 6-piece molecular cluster, C48H89FI2NO9 overall (wB97M-V/def2-TZVPD).

Geometry (Å):
1 C -2.75 5.99 -1.24
2 O -4.13 5.57 -1.20
3 C -4.30 4.17 -1.54
4 C -5.33 3.40 -0.55
5 C -5.22 3.84 0.98
6 C -4.30 2.89 1.91
7 C -2.94 3.65 2.36
8 C -1.77 2.67 2.83
9 C -1.01 1.87 1.66
10 C -0.92 2.65 0.26
11 C -0.41 1.71 -0.96
12 N -1.24 0.76 -1.38
13 I -3.13 0.19 -0.80
14 C -0.60 0.03 -2.50
15 O -0.34 -1.38 -2.42
16 C 0.02 -1.84 -1.10
17 C -1.08 -2.79 -0.38
18 C -2.13 -3.46 -1.39
19 C -0.25 -3.89 0.49
20 C -1.34 -4.62 1.46
21 C 0.71 -3.05 1.49
22 C 0.53 1.03 -3.10
23 C -0.39 1.95 -4.08
24 C 1.61 0.16 -3.90
25 C 2.04 1.05 -5.31
26 C 2.62 0.08 -6.56
27 O 1.18 0.80 -6.52
28 C 1.01 1.85 -1.76
29 C 2.01 1.05 -0.80
30 C 3.47 1.68 -0.64
31 C 4.58 0.95 -1.57
32 I 6.54 1.46 -0.68
33 C 1.14 3.44 -1.92
34 C 2.17 3.93 -3.02
35 O 3.34 3.56 -3.17
36 F 1.68 4.92 -3.95
37 H -2.61 6.72 -0.35
38 H -1.99 5.16 -1.09
39 H -2.53 6.62 -2.18
40 H -4.78 4.15 -2.59
41 H -3.33 3.58 -1.63
42 H -5.30 2.26 -0.67
43 H -6.38 3.73 -0.91
44 H -4.87 4.92 1.14
45 H -6.29 3.79 1.41
46 H -4.11 1.85 1.49
47 H -4.90 2.74 2.89
48 H -2.60 4.38 1.55
49 H -3.23 4.31 3.27
50 H -1.04 3.31 3.46
51 H -2.25 1.86 3.51
52 H -1.46 0.83 1.60
53 H 0.08 1.73 2.02
54 H -0.20 3.55 0.43
55 H -1.90 3.12 -0.10
56 H -1.42 0.07 -3.32
57 H 0.32 -1.04 -0.36
58 H 0.96 -2.51 -1.23
59 H -1.65 -2.17 0.41
60 H -2.45 -2.80 -2.26
61 H -1.74 -4.49 -1.71
62 H -3.09 -3.67 -0.78
63 H 0.31 -4.64 -0.16
64 H -0.84 -5.07 2.40
65 H -2.03 -3.78 1.85
66 H -1.97 -5.39 0.92
67 H 0.41 -1.95 1.60
68 H 1.80 -3.12 1.13
69 H 0.62 -3.51 2.55
70 H -0.77 1.34 -4.98
71 H -1.33 2.33 -3.53
72 H 0.17 2.85 -4.50
73 H 2.59 -0.02 -3.35
74 H 1.17 -0.77 -4.40
75 H 2.56 2.12 -5.16
76 H 2.06 -0.92 -6.70
77 H 2.90 0.70 -7.47
78 H 2.15 -0.01 -1.22
79 H 1.53 0.92 0.23
80 H 3.81 1.44 0.45
81 H 3.52 2.82 -0.72
82 H 4.61 1.36 -2.64
83 H 4.50 -0.19 -1.55
84 H 0.13 3.97 -2.10
85 H 1.52 3.86 -0.91
86 C -10.31 6.43 -0.31
87 C -9.58 6.79 -1.59
88 C -8.46 5.78 -1.61
89 O -8.94 4.60 -0.95
90 C -10.17 4.92 -0.29
91 H -11.34 6.77 -0.29
92 H -9.78 6.86 0.54
93 H -10.25 6.63 -2.45
94 H -9.23 7.82 -1.63
95 H -7.59 6.14 -1.06
96 H -8.14 5.52 -2.63
97 H -10.99 4.44 -0.85
98 H -10.17 4.52 0.72
99 C 3.20 -1.40 4.30
100 C 1.79 -1.29 4.82
101 C 1.49 0.18 4.63
102 O 2.24 0.61 3.48
103 C 3.18 -0.42 3.14
104 H 3.49 -2.41 4.00
105 H 3.91 -1.06 5.06
106 H 1.12 -1.90 4.21
107 H 1.68 -1.61 5.86
108 H 1.82 0.77 5.49
109 H 0.42 0.37 4.46
110 H 2.83 -0.90 2.22
111 H 4.16 0.03 2.95
112 C -1.71 -8.39 5.23
113 C -2.81 -8.70 4.25
114 C -3.54 -7.37 4.17
115 O -2.56 -6.35 4.40
116 C -1.36 -6.96 4.88
117 H -0.85 -9.07 5.16
118 H -2.09 -8.44 6.26
119 H -2.38 -8.95 3.27
120 H -3.46 -9.52 4.56
121 H -4.30 -7.29 4.95
122 H -4.02 -7.22 3.20
123 H -0.62 -6.92 4.08
124 H -0.98 -6.40 5.74
125 C 6.99 -1.65 -8.72
126 C 7.60 -0.35 -8.23
127 C 6.59 0.11 -7.20
128 O 6.01 -1.07 -6.64
129 C 6.38 -2.20 -7.44
130 H 7.71 -2.33 -9.18
131 H 6.20 -1.44 -9.45
132 H 8.57 -0.55 -7.75
133 H 7.76 0.38 -9.03
134 H 5.79 0.70 -7.66
135 H 7.05 0.71 -6.41
136 H 7.11 -2.79 -6.88
137 H 5.50 -2.82 -7.63
138 C 6.45 -4.58 6.53
139 C 7.47 -3.48 6.37
140 C 6.64 -2.37 5.77
141 O 5.31 -2.52 6.27
142 C 5.20 -3.81 6.90
143 H 6.72 -5.33 7.28
144 H 6.30 -5.09 5.57
145 H 7.84 -3.18 7.36
146 H 8.32 -3.76 5.76
147 H 6.61 -2.44 4.68
148 H 7.02 -1.37 6.04
149 H 5.14 -3.64 7.98
150 H 4.28 -4.30 6.58

Values from the calculation:
* M: 1097.0 g mol⁻¹
* 2S+1: 1
* lowest unoccupied orbital energy: -0.1593 hartree
* total charge: +1
* HOMO energy: -10.9 eV
* Kohn-Sham gap: 6.61 eV
* E: -3308.79898 Ha

Entry from the OMol25 dataset: a 11-piece molecular cluster, C48H91NO20S9 overall (wB97M-V/def2-TZVPD).

Geometry (Å):
1 O 5.66 -16.91 12.86
2 N 6.79 -16.91 13.31
3 O 7.77 -16.58 12.69
4 C 6.93 -17.26 14.72
5 C 8.21 -17.16 15.29
6 C 8.33 -17.46 16.62
7 C 7.25 -17.85 17.39
8 C 5.99 -17.96 16.81
9 C 5.84 -17.66 15.46
10 H 9.07 -16.84 14.72
11 H 9.31 -17.26 17.06
12 H 7.38 -18.05 18.45
13 H 5.18 -18.24 17.46
14 H 4.85 -17.74 15.03
15 O -1.56 -14.25 16.14
16 S -0.69 -14.42 17.29
17 O -0.21 -15.76 17.56
18 C 0.68 -13.25 17.19
19 C 0.83 -12.72 18.61
20 C -0.61 -12.42 19.06
21 C -1.40 -13.71 18.78
22 H 0.44 -12.47 16.47
23 H 1.54 -13.79 16.79
24 H 1.20 -13.51 19.26
25 H 1.43 -11.82 18.71
26 H -1.03 -11.56 18.52
27 H -0.70 -12.08 20.09
28 H -2.48 -13.63 18.77
29 H -1.15 -14.42 19.58
30 O 6.78 -7.89 21.77
31 S 6.35 -8.04 20.39
32 O 4.97 -8.23 20.06
33 C 7.03 -6.66 19.42
34 C 7.72 -7.31 18.20
35 C 8.38 -8.54 18.78
36 C 7.34 -9.32 19.54
37 H 7.78 -6.13 20.01
38 H 6.24 -5.93 19.22
39 H 6.86 -7.57 17.57
40 H 8.29 -6.57 17.64
41 H 9.22 -8.21 19.40
42 H 8.86 -9.14 18.00
43 H 7.67 -10.01 20.31
44 H 6.62 -9.72 18.82
45 O 3.41 -11.14 16.82
46 S 4.73 -11.74 16.75
47 O 5.94 -10.94 16.85
48 C 4.88 -13.11 17.94
49 C 4.54 -14.40 17.20
50 C 5.15 -14.25 15.83
51 C 4.83 -12.84 15.32
52 H 4.39 -12.93 18.90
53 H 5.94 -13.05 18.19
54 H 4.90 -15.23 17.80
55 H 3.45 -14.47 17.10
56 H 4.85 -14.99 15.09
57 H 6.24 -14.32 15.86
58 H 3.84 -12.91 14.87
59 H 5.46 -12.39 14.56
60 O 4.12 -15.48 22.72
61 S 4.44 -15.70 21.33
62 O 5.45 -14.84 20.74
63 C 4.76 -17.45 21.04
64 C 3.46 -18.05 20.50
65 C 2.78 -17.02 19.61
66 C 2.92 -15.67 20.28
67 H 5.16 -17.78 22.00
68 H 5.59 -17.49 20.34
69 H 3.78 -18.96 19.99
70 H 2.82 -18.42 21.30
71 H 1.74 -17.29 19.42
72 H 3.33 -17.02 18.66
73 H 2.03 -15.40 20.86
74 H 2.96 -14.79 19.62
75 O 11.61 -12.31 18.11
76 S 10.96 -13.36 18.86
77 O 11.73 -14.19 19.75
78 C 9.57 -12.68 19.78
79 C 8.35 -13.48 19.35
80 C 8.55 -13.88 17.87
81 C 9.96 -14.44 17.80
82 H 9.39 -11.66 19.43
83 H 9.71 -12.67 20.86
84 H 8.13 -14.36 19.95
85 H 7.44 -12.91 19.53
86 H 8.47 -13.00 17.22
87 H 7.82 -14.63 17.58
88 H 10.44 -14.63 16.84
89 H 9.94 -15.39 18.34
90 O 2.07 -14.49 14.11
91 S 2.12 -15.93 14.02
92 O 2.79 -16.68 15.06
93 C 0.45 -16.48 13.65
94 C 0.37 -16.73 12.13
95 C 1.62 -16.11 11.45
96 C 2.80 -16.31 12.39
97 H -0.29 -15.82 14.10
98 H 0.30 -17.44 14.15
99 H 0.39 -17.80 11.99
100 H -0.53 -16.25 11.77
101 H 1.43 -15.05 11.29
102 H 1.81 -16.57 10.48
103 H 3.69 -15.75 12.16
104 H 3.07 -17.37 12.47
105 O 3.79 -5.39 19.16
106 S 2.50 -5.64 18.57
107 O 1.32 -5.14 19.25
108 C 2.54 -5.08 16.81
109 C 2.58 -6.39 16.02
110 C 3.15 -7.50 16.89
111 C 2.34 -7.39 18.17
112 H 3.47 -4.50 16.80
113 H 1.67 -4.45 16.67
114 H 1.52 -6.60 15.85
115 H 3.05 -6.26 15.04
116 H 4.20 -7.33 17.15
117 H 3.01 -8.46 16.39
118 H 2.63 -8.01 19.02
119 H 1.27 -7.56 18.09
120 O 4.88 -5.50 13.54
121 S 5.79 -6.49 13.00
122 O 6.38 -6.28 11.69
123 C 7.07 -6.89 14.27
124 C 7.02 -8.41 14.33
125 C 5.52 -8.74 14.26
126 C 5.01 -8.12 12.98
127 H 6.70 -6.44 15.19
128 H 8.02 -6.45 13.98
129 H 7.43 -8.84 13.41
130 H 7.53 -8.84 15.19
131 H 4.97 -8.26 15.07
132 H 5.31 -9.80 14.35
133 H 3.93 -8.01 12.93
134 H 5.33 -8.61 12.06
135 O 3.75 -10.84 12.43
136 S 2.35 -11.28 12.43
137 O 2.00 -12.48 11.72
138 C 1.59 -11.15 14.10
139 C 1.03 -9.71 14.11
140 C 0.36 -9.53 12.74
141 C 1.40 -9.88 11.70
142 H 2.33 -11.47 14.83
143 H 0.79 -11.89 14.05
144 H 0.31 -9.73 14.94
145 H 1.75 -8.96 14.44
146 H 0.09 -8.48 12.62
147 H -0.53 -10.15 12.80
148 H 2.15 -9.09 11.65
149 H 0.95 -10.16 10.75
150 C 6.02 -13.39 12.08
151 C 6.94 -12.21 12.32
152 C 8.18 -12.69 13.06
153 C 9.24 -11.63 13.44
154 C 10.12 -11.98 14.63
155 C 10.94 -13.27 14.39
156 H 6.46 -14.14 11.41
157 H 5.05 -13.10 11.66
158 H 5.83 -13.97 12.99
159 H 7.24 -11.73 11.38
160 H 6.39 -11.43 12.86
161 H 8.69 -13.47 12.49
162 H 7.86 -13.15 14.01
163 H 9.91 -11.49 12.58
164 H 8.72 -10.67 13.51
165 H 10.84 -11.15 14.73
166 H 9.54 -11.99 15.55
167 H 10.31 -14.13 14.60
168 H 11.28 -13.28 13.36
169 H 11.79 -13.22 15.07

Values from the calculation:
* M: 1290.8 g mol⁻¹
* 2S+1: 1
* lowest unoccupied orbital energy: -0.0407 hartree
* structure (SMILES): O=[N+]([O-])c1ccccc1.O=S1(=O)CCCC1.O=S1(=O)CCCC1.O=S1(=O)CCCC1.O=S1(=O)CCCC1.O=S1(=O)CCCC1.O=S1(=O)CCCC1.O=S1(=O)CCCC1.O=S1(=O)CCCC1.O=S1(=O)CCCC1.CCCCCC
* HOMO energy: -10.0 eV
* Kohn-Sham gap: 8.89 eV
* E: -7026.62439 Ha